*i*
DFT (ωB97M-V/def2-TZVPD) results for 2 unconnected molecules or ions with the total composition C4H8.

Properties
Net charge: 0
Orbital gap, eV: 11.3876
Molecular weight, g/mol: 56.11
E_HOMO, eV: -10.1
2S+1: 1
SMILES: C=C.C=C

Cartesian coordinates (Å):
C (1.05109, -3.23620, 1.43077)
C (-0.07245, -3.88766, 1.09766)
H (2.01334, -3.71928, 1.63551)
H (0.98615, -2.15094, 1.56941)
H (-0.10676, -4.97188, 0.94113)
H (-0.98249, -3.31370, 0.88881)
C (-2.60565, -0.86517, 3.96311)
C (-2.02427, -1.54266, 2.99510)
H (-1.97371, -0.31742, 4.67152)
H (-3.69207, -0.76147, 4.06386)
H (-0.93076, -1.54308, 2.92133)
H (-2.58661, -2.09236, 2.23166)

=====

*ii*
DFT (ωB97M-V/def2-TZVPD) results for C4H8 in the gas phase.

Properties
Net charge: 0
Orbital gap, eV: 10.8296
Molecular weight, g/mol: 56.11
E_HOMO, eV: -9.6
2S+1: 1
SMILES: C=CCC

Cartesian coordinates (Å):
C (-0.24115, -1.35604, -1.43544)
C (0.45474, -0.46584, -0.71073)
C (0.17686, -0.14404, 0.71675)
C (-0.22535, 1.33463, 0.91925)
H (-1.15307, -1.75672, -0.95361)
H (0.02738, -1.62509, -2.47459)
H (1.32089, 0.03991, -1.20539)
H (1.09755, -0.33763, 1.32418)
H (-0.61470, -0.84162, 1.08658)
H (-1.14741, 1.57770, 0.36115)
H (0.55818, 1.99926, 0.39240)
H (-0.25394, 1.57548, 1.97946)

=====

*iii*
DFT (ωB97M-V/def2-TZVPD) results for C4H8 in the gas phase.

Properties
Net charge: 0
Orbital gap, eV: 10.3133
Molecular weight, g/mol: 56.11
E_HOMO, eV: -9.0
2S+1: 1
SMILES: C/C=C/C

Cartesian coordinates (Å):
C (1.84910, 0.22989, 0.39222)
C (0.43424, 0.51761, -0.09681)
C (-0.53397, -0.34240, 0.21371)
C (-1.83932, -0.28433, -0.50909)
H (2.48818, -0.27536, -0.35358)
H (2.24713, 1.18139, 0.77493)
H (1.87370, -0.48299, 1.22188)
H (0.36290, 1.52427, -0.47148)
H (-0.30603, -1.15460, 0.89272)
H (-1.93236, -1.21107, -1.16010)
H (-2.66279, -0.31263, 0.22331)
H (-1.98077, 0.61022, -1.12772)

=====

The least stable of the structures above is *i*, whereas *ii* is the most stable.